# 1
Here is a molecular structure, C26H43MgO12 at a distorted geometry from the OMol25 dataset. Energies are from ωB97M-V with the def2-TZVPD basis set.

Largest force on an atom in eV Å⁻¹: 6.39
Molecular weight in g mol⁻¹: 571.92
ΔE to the lowest compared entry with this formula, charge and spin in kcal per mole: 54.7

ORCA input file:
```
! wB97M-V def2-TZVPD RIJCOSX def2/J DEFGRID3
* xyz 1 1
Mg 36.17353 6.63515 -4.93618
C 40.08839 7.51355 -4.35769
C 39.08475 6.57981 -3.52119
O 37.73424 6.90581 -3.83166
H 40.97416 6.97607 -4.69624
H 40.52251 8.23914 -3.66983
H 39.61398 7.99132 -5.21488
H 39.36718 6.46890 -2.47427
H 39.35188 5.56340 -3.81041
C 37.72890 11.70174 -0.64589
C 38.05298 10.24854 -0.74381
C 37.27570 9.81261 -2.05485
O 36.05158 10.48804 -1.88901
C 36.22324 11.64059 -1.00985
H 38.28417 12.32428 -1.34748
H 37.93872 12.31303 0.23183
H 37.60268 9.71377 0.09246
H 39.10950 9.98118 -0.72420
H 36.98470 8.76435 -2.12262
H 37.78196 10.16844 -2.95217
H 35.73494 11.38715 -0.06889
H 35.88757 12.54324 -1.52038
O 43.24791 10.13945 -3.80198
C 43.85822 9.13575 -3.47725
O 44.73420 8.54799 -4.24152
C 45.10030 7.22887 -3.76857
C 44.82325 7.27280 -2.30959
C 43.75773 8.35517 -2.15643
H 46.14835 6.99407 -3.95443
H 44.55009 6.46114 -4.31261
H 45.75333 7.42630 -1.76233
H 44.43255 6.33127 -1.92361
H 43.84159 9.06248 -1.33134
H 42.77979 7.89634 -2.01083
O 35.99223 8.61938 -5.39232
C 35.62348 9.76462 -5.29551
O 34.52444 10.07679 -4.79755
C 34.27428 11.42521 -4.80644
C 35.65424 12.05205 -4.99475
C 36.40504 11.02684 -5.82964
H 33.69335 11.93455 -4.03755
H 33.75097 11.64096 -5.73794
H 36.14104 12.27068 -4.04432
H 35.54768 13.00776 -5.50792
H 37.46367 10.90841 -5.59858
H 36.42366 11.07451 -6.91844
O 40.17963 2.18516 -7.94835
C 39.76560 3.36625 -8.01352
O 40.29074 4.30056 -7.14566
C 39.66442 5.56448 -7.42923
C 39.25324 5.43975 -8.97219
C 38.89056 3.94641 -9.02482
H 40.33024 6.42286 -7.34002
H 38.83403 5.79936 -6.76335
H 40.02774 5.83488 -9.62955
H 38.33692 5.99381 -9.17590
H 39.08288 3.54031 -10.01790
H 37.83446 3.76948 -8.82125
O 38.06430 0.33786 -2.49986
C 38.90583 0.97416 -3.09692
O 39.09121 2.26186 -2.98015
C 40.09567 2.70174 -3.86452
C 40.83428 1.37654 -4.27249
C 39.71701 0.42083 -4.19707
H 40.70833 3.39901 -3.29307
H 39.80035 3.18915 -4.79366
H 41.62373 1.16591 -3.55102
H 41.29331 1.32337 -5.25969
H 40.15577 -0.57282 -4.10621
H 39.04644 0.44945 -5.05592
O 37.23529 6.30177 1.83115
C 36.44592 6.50315 0.91046
O 35.30079 7.07432 1.09197
C 34.66888 7.36974 -0.13034
C 35.37125 6.41640 -0.98476
C 36.82343 6.22587 -0.52190
H 34.77387 8.38484 -0.51325
H 33.61020 7.15249 0.01142
H 35.25700 6.73594 -2.02058
H 34.76546 5.54022 -0.75362
H 37.50960 6.94390 -0.97101
H 37.21988 5.21885 -0.65167
*
```

# 2
Here is 3 unconnected molecules or ions with the total composition C4H16NO3 at a distorted geometry from the OMol25 dataset. Energies are from ωB97M-V with the def2-TZVPD basis set.

Largest force on an atom in eV Å⁻¹: 4.14
Molecular weight in g mol⁻¹: 126.18
ΔE to the lowest compared entry with this formula, charge and spin in kcal per mole: 56.1

ORCA input file:
```
! wB97M-V def2-TZVPD RIJCOSX def2/J DEFGRID3
* xyz 1 1
O 0.50133 0.49911 -2.64047
C -0.33986 -0.53922 -2.06683
C 0.26315 -0.84635 -0.80386
N -0.48163 -0.25762 0.48986
C -0.00911 -0.84754 1.82166
C -0.61262 -2.21563 2.32241
H 0.03265 0.82058 -3.47083
H -1.33224 -0.12769 -2.05147
H -0.15240 -1.40870 -2.76146
H 0.49476 -1.89675 -0.56193
H 1.25527 -0.34042 -0.95350
H -1.50999 -0.47860 0.45306
H -0.20306 0.87599 0.41334
H 0.99078 -1.02830 1.62886
H -0.25732 -0.23602 2.70764
H -1.56310 -2.04787 2.89556
H -0.70382 -3.01992 1.61334
H 0.08776 -2.43246 3.11445
H -0.50567 2.00392 -1.66382
H -1.58266 2.74782 -0.77883
O -0.85253 2.18559 -0.76814
H 1.39693 2.12184 2.03576
H 2.35534 1.46170 1.34284
O 1.44605 1.25038 1.52958
*
```